Molecular formula: C15H9Br2NOSSbSe4Tc
Method: DFT, ωB97M-V with the def2-TZVPD basis set

Each line ends with the Löwdin spin population.
CARTESIAN COORDINATES (ANGSTROEM)
Tc (-0.4693, -0.5156, 0.0825)  0.778
Br (-1.7679, -2.9299, -4.1631)  0.001
C (-0.0697, -2.7275, -3.3948)  0.001
C (1.0631, -3.2899, -4.0092)  0.000
C (2.3171, -3.1308, -3.4831)  0.000
Br (3.7883, -3.9485, -4.3302)  0.000
C (2.5205, -2.3647, -2.3065)  0.001
C (3.7502, -2.0933, -1.6759)  0.002
C (3.7675, -1.3285, -0.5367)  0.003
C (2.5788, -0.8203, -0.0094)  0.002
N (1.4041, -1.0560, -0.5773)  -0.002
C (1.3692, -1.8165, -1.7167)  0.005
C (0.0711, -2.0093, -2.2308)  0.010
O (-0.9166, -1.4548, -1.5204)  0.034
H (0.9276, -3.8693, -4.9121)  0.000
H (4.6693, -2.4845, -2.0899)  0.000
H (4.6952, -1.0840, -0.0405)  0.000
H (2.5729, -0.2232, 0.8903)  0.000
S (-0.2565, -0.5379, 2.3550)  0.186
C (-0.6579, -2.2069, 2.7831)  0.018
C (-0.1532, -2.7088, 3.9792)  0.017
C (-0.4216, -4.0199, 4.3386)  -0.002
C (-1.1825, -4.8320, 3.5109)  0.019
C (-1.6888, -4.3305, 2.3190)  -0.002
C (-1.4357, -3.0195, 1.9551)  0.015
H (0.4423, -2.0703, 4.6188)  0.001
H (-0.0283, -4.4070, 5.2689)  0.000
H (-1.3953, -5.8522, 3.7998)  0.001
H (-2.2896, -4.9590, 1.6753)  0.000
H (-1.8811, -2.6306, 1.0441)  0.000
Se (0.1189, 4.7555, -2.5794)  0.892
Sb (0.9954, 2.4973, -2.0611)  0.037
Se (3.2173, 2.5841, -1.0910)  0.829
Se (0.8528, 1.0153, -4.0109)  0.210
Se (-0.8169, 1.6737, -0.2655)  -0.055

## Properties
Kohn-Sham gap (alpha / beta): 5.88 / 4.99 eV
2S+1: 4
F_max: 0.03342 hartree/bohr
total energy: -440272.992 eV
LUMO energy (alpha / beta): -0.1999 / -0.2305 Eh
charge: +1